ORCA calculation (the ωB97M-V functional and the def2-TZVPD basis) on a 2-piece molecular cluster, C15H25BBrN5O11P2S overall at a distorted geometry.

XYZ file:
```
61
Properties=species:S:1:pos:R:3:mulliken_charge:R:1
C 3.295 -1.310 0.181 -0.6687
C 2.439 -0.459 1.216 0.1531
C 1.622 0.604 0.372 -0.2816
Br 2.965 1.765 -0.460 -0.0172
N 0.643 1.335 1.232 1.0303
C 0.758 2.780 1.531 -0.7800
O 0.557 3.646 0.430 -0.3974
C -0.623 3.422 -0.333 -0.0846
C -0.320 0.681 1.782 -1.0925
N -0.588 -0.734 1.658 0.8205
B -1.133 -1.210 0.390 0.5685
N -1.419 -0.289 -0.749 -0.4037
O -1.361 -2.581 0.130 -0.5730
C -1.142 -1.192 2.955 -0.6180
P -2.659 -2.248 3.078 1.0840
O -3.119 -2.234 4.483 -0.7913
O -2.339 -3.817 2.693 -0.4979
O -3.932 -1.770 2.140 -0.6064
C -1.334 0.130 3.795 -0.0286
C -0.024 0.385 4.665 0.1776
O 0.283 -0.480 5.488 -0.6961
O 0.650 1.454 4.531 -0.6884
N -1.311 1.129 2.709 0.9169
P -2.746 1.918 2.228 0.1140
O -3.348 1.475 0.776 -0.4554
O -3.899 1.441 3.318 -0.5413
S -2.582 3.848 2.465 -0.3059
H 2.820 -1.187 -0.837 -0.0767
H 4.365 -1.022 0.156 0.2951
H 3.182 -2.397 0.420 0.3840
H 3.088 0.061 1.962 0.4384
H 1.784 -1.180 1.745 -0.0464
H 1.110 0.082 -0.464 -0.2713
H 0.124 3.117 2.382 0.2619
H 1.812 2.946 1.868 0.5838
H -1.329 4.278 -0.163 0.2913
H -1.189 2.498 -0.099 -0.3009
H -0.362 3.465 -1.420 0.3111
H -0.755 -0.451 -1.507 -0.1436
H -2.377 -0.411 -1.073 0.2571
H -0.610 -3.067 0.522 0.3377
H -0.301 -1.711 3.487 0.4482
H -2.894 -4.032 1.916 0.3238
H -3.988 -0.805 2.036 0.3255
H -2.127 0.174 4.564 0.6677
H -3.313 2.223 0.151 0.3943
H -3.869 2.101 4.039 0.3584
C 1.391 -0.407 -6.955 -0.4128
C 2.581 -1.071 -6.684 -0.5122
C 2.902 -1.416 -5.380 -0.4693
C 2.021 -1.095 -4.357 0.1310
C 0.833 -0.426 -4.617 0.0900
C 0.520 -0.082 -5.922 -0.6960
N 2.347 -1.481 -2.982 1.0069
O 3.399 -2.047 -2.789 -0.5695
O 1.529 -1.213 -2.102 -0.6872
H 1.140 -0.144 -7.975 0.3942
H 3.258 -1.321 -7.491 0.3836
H 3.831 -1.932 -5.178 0.4619
H 0.147 -0.171 -3.820 0.3156
H -0.405 0.438 -6.137 0.3879
```

As for the HOMO energy: -7.9 eV.



ORCA calculation (the ωB97M-V functional and the def2-TZVPD basis) on C15H25BaN9O3Se as an isolated structure at a distorted geometry.

XYZ file:
```
54
Properties=species:S:1:pos:R:3:mulliken_charge:R:1
Ba -0.468 1.119 0.192 1.8765
C 0.722 6.400 3.020 -1.0093
N 0.220 5.627 1.882 0.1211
C -0.383 6.328 0.755 -1.0179
C 0.209 4.275 1.857 0.4027
N -0.249 3.538 0.896 -0.3773
N 0.748 3.684 3.010 -0.0697
C 1.129 2.361 3.243 0.3425
N 1.782 2.226 4.425 -0.3691
N 0.864 1.391 2.431 -0.4701
H 0.650 7.456 2.786 0.2838
H 1.774 6.188 3.219 0.3813
H 0.127 6.236 3.923 0.3800
H -0.256 7.395 0.901 0.2616
H -1.452 6.117 0.680 0.3852
H 0.103 6.064 -0.186 0.3904
H -0.575 4.110 0.122 -0.1229
H 0.971 4.317 3.755 0.1336
H 2.078 3.010 4.978 0.1733
H 2.121 1.323 4.701 0.1966
H 1.278 0.539 2.801 0.0684
O 0.069 -1.937 -1.576 -0.3565
O 0.130 -0.585 -1.049 -0.9298
N -1.492 3.995 -3.542 -0.0590
C -0.127 4.033 -3.709 -0.3357
C 0.375 3.207 -2.757 -0.6739
N -0.657 2.656 -2.008 0.1445
C -1.764 3.159 -2.517 -0.5669
H -2.172 4.487 -4.097 0.2107
H 0.343 4.623 -4.478 0.4254
H 1.408 2.965 -2.572 0.4154
H -2.769 2.954 -2.180 0.4622
O -2.331 0.026 -1.431 -0.6578
H -1.344 -0.108 -1.513 0.4134
H -2.638 0.174 -2.333 0.3466
C -2.492 -5.780 -0.348 -0.9772
N -1.066 -5.525 -0.583 0.2729
C -0.538 -4.341 -0.867 0.0268
Se -1.500 -2.719 -1.054 0.3186
N 0.763 -4.467 -1.085 0.0112
C 1.123 -5.818 -0.950 0.5121
C 2.343 -6.462 -1.089 -0.7205
C 2.334 -7.828 -0.894 -0.5399
C 1.152 -8.519 -0.574 -0.6347
C -0.060 -7.869 -0.438 -0.8027
C -0.039 -6.494 -0.635 0.9390
H -2.917 -4.963 0.234 0.3853
H -2.587 -6.689 0.237 0.3263
H -3.025 -5.891 -1.289 0.3392
H 1.349 -3.681 -1.325 0.1907
H 3.251 -5.928 -1.339 0.4165
H 3.259 -8.380 -0.994 0.4025
H 1.192 -9.591 -0.435 0.4069
H -0.966 -8.410 -0.199 0.3277
```

As for the HOMO energy: -13.5 eV. For the relative energy (zero: lowest compared OMol25 entry of this formula, charge and spin), the calculation gives 30.8 kcal per mole. As for the net charge: +2.



ORCA calculation (the ωB97M-V functional and the def2-TZVPD basis) on C15H25ClF11IN4O5P2 as an isolated structure at a distorted geometry.

XYZ file:
```
64
Properties=species:S:1:pos:R:3:mulliken_charge:R:1
N 2.969 4.347 1.054 -0.5691
C 3.816 3.289 1.721 -0.7185
C 3.871 2.013 0.734 0.0787
C 2.377 1.485 0.590 -0.9976
N 2.230 0.069 0.114 0.7562
C 2.451 -0.891 1.157 -0.3750
N 1.939 -2.109 1.080 0.2264
C 1.122 -2.652 -0.047 -1.0230
C -0.204 -1.844 -0.355 -0.0405
O -1.128 -1.776 0.752 -0.3652
C -1.414 -0.391 1.054 0.0346
C -2.757 -0.421 1.944 0.5544
F -3.845 -0.358 1.076 -0.2441
F -2.764 -1.688 2.569 -0.3127
C -2.776 0.665 3.101 0.5871
F -1.990 0.230 4.185 -0.2638
F -4.092 0.748 3.573 -0.2738
C -2.356 2.132 2.657 0.6358
F -0.948 2.253 2.586 -0.2282
F -2.757 2.990 3.702 -0.3007
C -3.072 2.665 1.338 0.3689
F -4.416 2.886 1.674 -0.2449
F -2.444 3.872 0.955 -0.2745
N 3.196 -0.553 2.382 -0.3967
I 2.012 -0.670 4.062 0.3022
P 4.701 -1.451 2.540 0.4813
O 5.531 -0.843 3.690 -0.6307
P 3.137 -0.295 -1.375 0.2928
O 4.755 -0.688 -0.888 -0.5352
Cl 3.185 1.452 -2.592 -0.1893
H 1.986 4.232 1.337 0.1856
H 3.276 5.270 1.400 0.2669
H 3.310 3.049 2.708 0.2498
H 4.860 3.715 1.897 0.4091
H 4.576 1.263 1.231 0.0243
H 4.344 2.381 -0.222 0.4227
H 1.818 2.151 -0.138 0.5759
H 1.878 1.640 1.609 0.0558
H 2.105 -2.746 1.876 0.3708
H 0.804 -3.714 0.225 0.4502
H 1.782 -2.735 -0.969 0.3050
H -0.721 -2.393 -1.215 0.3053
H -0.015 -0.791 -0.758 0.3111
H -1.660 0.221 0.135 0.2851
H -0.525 0.012 1.631 -0.1765
H -2.997 1.965 0.448 0.0922
H 5.531 -1.403 1.380 0.0832
H 4.379 -2.788 2.929 0.1115
H 4.688 -1.660 -0.748 0.3930
C -4.361 -0.064 -3.803 -1.1505
C -4.245 -1.246 -2.855 0.1947
O -3.973 -2.475 -3.501 -0.3956
C -2.604 -2.782 -3.885 -0.0937
O -1.775 -2.631 -2.873 -0.7969
C -2.137 -2.028 -5.180 0.8092
F -3.147 -1.936 -6.085 -0.2831
F -1.149 -2.704 -5.812 -0.2915
F -1.684 -0.773 -4.985 -0.2550
H -4.885 -0.342 -4.720 0.2612
H -4.900 0.757 -3.320 0.4270
H -3.381 0.320 -4.079 0.2291
H -5.225 -1.384 -2.386 0.3468
H -3.547 -1.039 -2.037 -0.1192
H -2.733 -3.810 -4.269 0.0618
```

As for the HOMO energy: -6.5 eV. For the relative energy (zero: lowest compared OMol25 entry of this formula, charge and spin), the calculation gives 0.0 kcal per mole.



ORCA calculation (the ωB97M-V functional and the def2-TZVPD basis) on C15H25ILuNO4P2S as an isolated structure at a distorted geometry.

XYZ file:
```
50
Properties=species:S:1:pos:R:3:mulliken_charge:R:1
C 4.311 -2.884 -0.053 -0.8091
I 2.566 -1.579 -0.148 0.2838
H 4.340 -3.495 -0.963 0.3244
H 4.202 -3.495 0.850 0.3054
H 5.189 -2.240 0.016 0.3144
Lu -0.600 0.176 -0.316 0.6598
P -1.230 -2.269 0.720 0.7187
C -1.024 -2.597 2.503 -1.2395
C -3.045 -2.355 0.552 -1.2624
H -3.372 -3.393 0.690 0.4145
H -1.206 -4.707 0.485 0.4336
H -3.336 -1.986 -0.439 0.3672
H -0.765 -3.860 -1.034 0.3749
H -1.442 -1.754 3.074 0.3706
H -3.539 -1.714 1.294 0.3712
C -0.646 -3.860 0.058 -1.1882
H -1.540 -3.536 2.776 0.4323
H 0.422 -3.963 0.289 0.3312
H 0.053 -2.680 2.717 0.3704
P 1.200 1.998 -1.217 0.8059
C 2.099 2.989 0.012 -1.2264
C 2.510 1.700 -2.433 -1.1740
H -0.637 2.774 -2.607 0.3552
H 0.740 3.939 -2.586 0.4314
H -0.417 3.847 -1.211 0.3419
C 0.120 3.266 -1.978 -1.2739
H 2.088 1.128 -3.271 0.3754
H 2.934 2.644 -2.808 0.4422
H 2.595 3.844 -0.478 0.4435
H 2.845 2.343 0.496 0.3693
H 3.294 1.094 -1.960 0.3419
H 1.390 3.342 0.774 0.3482
C 0.902 0.217 1.586 0.2008
O 1.362 0.440 2.628 -0.1684
O -4.796 0.248 -1.791 -0.5956
S -3.965 1.423 -1.737 1.0692
O -3.471 2.074 -2.926 -0.5868
N -2.598 1.046 -0.763 -0.4771
C -2.540 1.788 0.360 1.3439
O -1.421 1.686 1.027 -0.8459
C -3.669 2.648 0.609 0.0445
C -3.880 3.582 1.633 -0.5694
C -4.976 4.445 1.501 -0.5899
C -5.836 4.369 0.373 -0.4810
C -5.615 3.420 -0.650 -0.6609
C -4.500 2.593 -0.505 0.3416
H -3.178 3.587 2.473 0.4829
H -5.162 5.169 2.288 0.4365
H -6.698 5.048 0.281 0.4129
H -6.266 3.280 -1.516 0.4887
```

As for the HOMO energy: -15.3 eV. As for the net charge: +2.



ORCA calculation (the ωB97M-V functional and the def2-TZVPD basis) on an isolated molecule of C15H25NO2.

XYZ file:
```
43
Properties=species:S:1:pos:R:3:mulliken_charge:R:1
C -6.174 -0.890 -0.322 -1.4604
C -4.762 -0.389 -0.279 0.9156
C -4.506 0.977 -0.351 -0.7577
C -3.210 1.459 -0.321 0.3572
C -2.148 0.566 -0.214 -0.4694
C -2.385 -0.798 -0.142 0.6705
C -3.700 -1.266 -0.175 -0.9026
H -3.860 -2.331 -0.120 0.3859
O -1.428 -1.769 -0.057 -0.4194
C -0.071 -1.399 0.049 -0.6820
C 0.301 -0.940 1.462 -0.5431
C 1.753 -0.474 1.565 -0.5369
C 1.986 0.895 0.926 -0.1077
C 3.424 1.401 1.127 -1.3543
N 4.474 0.603 0.531 -0.3070
H 4.474 -0.322 0.950 0.3250
C 4.420 0.483 -0.917 -0.2960
C 5.793 0.060 -1.455 -0.6779
O 6.199 -1.202 -0.984 -0.5267
H 6.342 -1.130 -0.034 0.3072
H 5.748 -0.028 -2.543 0.3656
H 6.533 0.825 -1.189 0.3406
H 3.666 -0.241 -1.265 0.1378
H 4.176 1.463 -1.333 0.3709
H 3.507 2.410 0.710 0.3885
H 3.638 1.461 2.199 0.4641
H 1.305 1.621 1.376 0.3902
H 1.772 0.853 -0.143 0.2495
H 2.394 -1.223 1.093 0.2532
H 2.029 -0.416 2.621 0.3316
H -0.368 -0.132 1.769 0.3872
H 0.134 -1.778 2.141 0.2794
H 0.176 -0.633 -0.696 0.3375
H 0.484 -2.308 -0.201 0.3269
H -1.146 0.967 -0.192 0.5879
C -2.926 2.930 -0.394 -1.4953
H -2.243 3.147 -1.214 0.3522
H -3.841 3.496 -0.546 0.3537
H -2.457 3.272 0.529 0.3158
H -5.333 1.668 -0.432 0.3270
H -6.770 -0.413 0.455 0.3433
H -6.629 -0.651 -1.283 0.3207
H -6.210 -1.966 -0.180 0.3511
```

The structure (SMILES) is Cc1cc(C)cc(OCCCCCNCCO)c1. As for the HOMO energy: -8.3 eV. For the relative energy (zero: lowest compared OMol25 entry of this formula, charge and spin), the calculation gives 29.4 kcal per mole.



HOMO of number 2 (C15H25BaN9O3Se)?
-13.5 eV



The highest HOMO belongs to which entry?
C15H25ClF11IN4O5P2



Number 4 is which compound?
C15H25ILuNO4P2S



Which of these has the highest HOMO?
C15H25ClF11IN4O5P2